This record from OMol25 describes a molecular structure, C18H22N4O2 in a non-equilibrium geometry. The level of theory is wB97M-V/def2-TZVPD.

ORCA input file:
```
! wB97M-V def2-TZVPD RIJCOSX def2/J DEFGRID3
* xyz 0 1
C 5.9774 1.4626 -5.4002
C 6.2389 1.0016 -3.9966
C 5.0909 0.3210 -3.1758
H 5.5136 0.0435 -2.3327
H 4.6038 -0.3219 -3.9942
C 4.1597 1.5719 -2.9981
C 3.1731 1.0706 -2.0971
N 2.8343 1.0248 -0.9657
C 1.8101 0.2392 -0.6058
C 1.1012 0.1484 0.6929
C 0.2033 -0.9289 0.7634
C -0.2380 -1.5929 -0.5383
C 0.2148 -1.1988 -1.7781
C 1.4248 -0.4647 -1.5942
O 2.1481 -0.0742 -2.7891
H 0.1654 -1.7585 -2.4865
H -1.1688 -2.0177 -0.3756
C -0.5665 -0.8798 2.0404
O -0.1140 -1.0754 3.1368
N -1.8561 -1.1542 2.0051
H -2.4110 -1.1246 0.9270
C -2.6099 -1.3316 3.1567
C -3.8034 -0.3468 3.1423
C -5.0385 -0.3050 3.5770
N -5.7992 0.6013 3.1356
N -4.9295 1.6865 2.7855
C -3.8024 1.2127 2.5547
H -2.8517 1.3701 2.2729
C -6.9785 1.3669 3.5530
H -7.8044 0.7136 3.0519
H -7.2933 1.0977 4.6080
H -7.2325 2.2718 3.0774
H -5.7622 -1.1803 3.9331
C -3.4349 -2.6383 3.0361
H -3.9419 -2.8362 3.9946
H -2.5482 -3.6364 3.1770
H -4.1788 -2.9813 2.1611
H -2.0173 -1.0822 4.1477
H 1.4934 0.5992 1.6072
H 3.8495 1.7555 -3.8560
H 4.5379 2.4497 -2.3001
H 7.4039 0.3064 -4.0211
H 6.8603 1.9222 -3.5943
H 6.8655 1.8772 -6.1066
H 5.3503 2.1788 -5.5681
H 5.3606 0.6363 -5.9631
*
```

Values from the calculation:
* maximum force: 12.3 eV Å⁻¹
* ΔE to the lowest compared entry with this formula, charge and spin: 1571.60 kJ/mol
* HOMO: -8.258 eV
* DFT total energy: -29064.1345 eV
* gap between HOMO and LUMO: 0.31244 Ha


This record from OMol25 describes 2 unconnected molecules or ions with the total composition C6H9BrIN4O2 in a non-equilibrium geometry. The level of theory is wB97M-V/def2-TZVPD.

ORCA input file:
```
! wB97M-V def2-TZVPD RIJCOSX def2/J DEFGRID3
* xyz 1 1
C -1.6034 -0.0527 -0.9991
C 0.8276 0.0073 -1.0538
C 0.5751 -3.0594 -0.3714
C 0.9352 1.0088 0.1378
C -1.7609 -0.0741 0.4034
C 0.2196 1.5015 2.3828
N -0.3527 -0.4179 -1.4518
N -2.6779 -0.1571 -1.8240
N 1.9307 -0.4232 -1.6643
N 0.2288 0.5750 1.2557
O 0.3923 -3.8829 -1.1300
O 0.7229 -2.2674 0.4403
Br -2.9703 0.8214 1.3792
I 3.1246 1.3766 0.6791
H 0.5600 2.1079 -0.1107
H -0.7742 1.5750 2.7157
H 0.9081 1.1149 3.1493
H 0.6187 2.4642 1.9342
H -3.5539 -0.0907 -1.3824
H -2.4765 -0.4420 -2.7125
H 2.8177 -0.0471 -1.2085
H 1.8081 -1.2249 -2.2898
H 0.5004 -0.4132 1.7208
*
```

Values from the calculation:
* maximum force: 4.4 eV Å⁻¹
* ΔE to the lowest compared entry with this formula, charge and spin: 190.06 kJ/mol
* HOMO (spin up / spin down): -12.271 / -12.270 eV
* DFT total energy: -94557.2072 eV
* gap between HOMO and LUMO (spin up / spin down): 0.26741 / 0.26742 Ha


This record from OMol25 describes 2 unconnected molecules or ions with the total composition C11H15N in a non-equilibrium geometry. The level of theory is wB97M-V/def2-TZVPD.

ORCA input file:
```
! wB97M-V def2-TZVPD RIJCOSX def2/J DEFGRID3
* xyz 1 2
C -3.0633 -1.8407 -1.1178
C -0.6008 0.4781 0.4617
C -1.4688 -0.6206 0.5668
C -2.1910 -0.7081 -0.6743
C -1.5490 0.2125 -1.5338
C 0.0923 1.0568 1.4965
C -0.0538 0.3743 2.7268
C -1.5759 -1.2508 1.7959
C -0.8650 -0.7254 2.8915
N -0.7966 1.0074 -0.8225
H -0.3885 1.8661 -1.1676
H 0.8511 1.8084 1.3781
H -1.7148 0.4000 -2.5877
H 0.3277 0.7697 3.6584
H -2.2145 -2.1140 1.9507
H -2.5126 -2.3773 -1.8802
H -3.8924 -1.3593 -1.5886
H -0.9504 -1.2604 3.8041
H -3.3960 -2.4014 -0.2920
C 3.3266 0.6676 -0.4079
C 3.1300 1.0048 -1.8688
H 3.6230 1.5067 0.2209
H 2.4520 0.1901 0.0275
H 4.1250 -0.0533 -0.2086
H 3.2686 0.1442 -2.5252
H 2.1843 1.4886 -2.0663
H 3.8529 1.7362 -2.2377
*
```

Values from the calculation:
* maximum force: 2.9 eV Å⁻¹
* ΔE to the lowest compared entry with this formula, charge and spin: 47.42 kJ/mol
* HOMO (spin up / spin down): -12.962 / -13.480 eV
* expectation value of S²: 0.769
* DFT total energy: -13132.7153 eV
* gap between HOMO and LUMO (spin up / spin down): 0.33960 / 0.24431 Ha


This record from OMol25 describes 2 unconnected molecules or ions with the total composition CF3N3 in a non-equilibrium geometry. The level of theory is wB97M-V/def2-TZVPD.

ORCA input file:
```
! wB97M-V def2-TZVPD RIJCOSX def2/J DEFGRID3
* xyz 0 1
C -1.9992 -0.0707 0.6313
N 2.5569 0.0268 -1.4423
N -1.6238 -1.1651 0.5667
N 1.8128 0.1812 -0.6451
F -2.4884 1.0696 0.6195
F 1.6911 -0.2157 0.7076
F 0.4654 0.8104 -0.7800
*
```

Values from the calculation:
* maximum force: 2.8 eV Å⁻¹
* ΔE to the lowest compared entry with this formula, charge and spin: 68.09 kJ/mol
* HOMO: -12.287 eV
* DFT total energy: -13652.9411 eV
* gap between HOMO and LUMO: 0.43203 Ha


This record from OMol25 describes a single C4H7NS molecule in a non-equilibrium geometry. The level of theory is wB97M-V/def2-TZVPD.

ORCA input file:
```
! wB97M-V def2-TZVPD RIJCOSX def2/J DEFGRID3
* xyz 0 1
C -1.0187 1.2674 0.0302
N -1.9320 -0.0181 0.0965
C -0.9669 -1.1309 -0.3553
C 0.1823 -0.6870 0.4867
S 1.8763 0.0224 0.0483
C 0.2485 0.5328 -0.4590
H -0.9583 1.5294 1.1093
H -1.5164 2.0771 -0.6826
H -2.2965 -0.1903 1.2317
H -0.6777 -1.3419 -1.2987
H -1.7153 -2.0403 -0.0512
H 0.0044 -0.4321 1.5190
H -0.0087 0.2732 -1.4910
*
```

Values from the calculation:
* maximum force: 8.9 eV Å⁻¹
* ΔE to the lowest compared entry with this formula, charge and spin: 534.57 kJ/mol
* HOMO: -8.890 eV
* SMILES: C1NC[C@H]2S[C@H]12
* DFT total energy: -16581.3909 eV
* gap between HOMO and LUMO: 0.35667 Ha


This record from OMol25 describes a molecular structure, C7H16O4Sn in a non-equilibrium geometry. The level of theory is wB97M-V/def2-TZVPD.

ORCA input file:
```
! wB97M-V def2-TZVPD RIJCOSX def2/J DEFGRID3
* xyz 1 2
C 2.6825 0.9894 0.0564
O 1.4300 0.7672 -0.5131
H 3.0136 2.0062 -0.2172
H 2.6759 0.9186 1.1576
H 3.3800 0.2088 -0.2997
C -1.4768 2.1769 -2.1985
O -0.9440 1.0050 -1.7404
C -0.4239 0.0561 -2.6793
C 0.6067 -0.8523 -1.9934
O -0.3031 -1.3030 -0.2803
C -1.1619 -1.9676 0.6137
C -0.8284 -1.4540 2.0026
O -0.7371 -0.0268 1.9781
C -0.3026 0.5740 3.1929
H -2.5448 2.1202 -2.4094
H -0.8246 3.0308 -2.0245
H 0.0434 0.5954 -3.5145
H -1.2805 -0.5148 -3.0624
H 1.2341 -0.9203 -2.8998
H 1.2263 -1.7588 -1.8416
H -0.9770 -3.0533 0.5770
H -2.2260 -1.8173 0.3657
H 0.1698 -1.8318 2.2822
H -1.5802 -1.7560 2.7455
H -0.1247 1.6401 3.0221
H -1.0772 0.4453 3.9608
H 0.6206 0.0996 3.5555
Sn -0.2703 0.6225 0.1642
*
```

Values from the calculation:
* maximum force: 7.6 eV Å⁻¹
* HOMO (spin up / spin down): -11.119 / -11.740 eV
* expectation value of S²: 1.657
* DFT total energy: -21522.3561 eV
* gap between HOMO and LUMO (spin up / spin down): 0.21585 / 0.29050 Ha